1.
Below is an isolated molecule of C5H4N2, with properties calculated with ωB97M-V with the def2-TZVPD basis set.

Computed properties:
LUMO level: 0.94 eV
frontier orbital gap: 9.86 eV
structure (SMILES): C#Cc1cn[nH]c1
electronic energy: -8227.6956 eV
relative energy (zero: lowest compared OMol25 entry of this formula, charge and spin): 41.5 kcal per mole

Cartesian coordinates (Å):
C1 -0.24 1.11 2.62
C2 -0.15 0.63 1.52
C3 -0.08 0.05 0.21
C4 0.94 0.17 -0.71
N1 0.56 -0.54 -1.79
N2 -0.64 -1.12 -1.65
C5 -1.04 -0.77 -0.44
H1 -0.31 1.54 3.60
H2 1.88 0.70 -0.67
H3 1.07 -0.68 -2.65
H4 -1.99 -1.10 -0.05

2.
Below is a 3-piece molecular cluster, C4H13NO3 overall in a non-equilibrium geometry, with properties calculated with ωB97M-V with the def2-TZVPD basis set.

Computed properties:
LUMO level: 0.49 eV
frontier orbital gap: 10.21 eV
structure (SMILES): CC(C)C(N)=O.O.O
electronic energy: -11992.1035 eV
relative energy (zero: lowest compared OMol25 entry of this formula, charge and spin): 8.5 kcal per mole

Cartesian coordinates (Å):
N1 -0.36 -1.73 0.79
C1 -1.15 -0.75 0.31
C2 -0.46 0.53 -0.15
C3 -0.39 1.52 1.01
C4 0.91 0.27 -0.76
O1 -2.36 -0.88 0.26
H1 0.65 -1.71 0.75
H2 -0.77 -2.64 0.95
H3 -1.15 0.88 -0.94
H4 -0.36 1.01 1.97
H5 0.55 2.09 0.98
H6 -1.19 2.27 1.02
H7 1.25 1.22 -1.16
H8 0.87 -0.44 -1.58
H9 1.69 0.06 -0.03
H10 4.79 -1.72 0.26
H11 4.44 -2.49 -1.04
O2 4.32 -1.65 -0.58
H12 -3.85 1.66 -1.46
H13 -3.65 0.83 -0.11
O3 -3.79 1.70 -0.50

3.
Below is C36H45BaClFN10O10PS2 as an isolated structure in a non-equilibrium geometry, with properties calculated with ωB97M-V with the def2-TZVPD basis set.

Computed properties:
LUMO level: 2.85 eV
frontier orbital gap: 5.72 eV
charge: -2
electronic energy: -120329.1360 eV
relative energy (zero: lowest compared OMol25 entry of this formula, charge and spin): 0.0 kcal per mole

Cartesian coordinates (Å):
Ba1 -0.06 0.63 0.64
N1 2.65 -0.70 1.14
C1 2.89 -0.88 2.59
C2 1.97 -0.04 3.51
O1 1.96 -0.45 4.67
O2 1.45 0.98 3.02
H1 3.08 -1.51 0.69
H2 3.21 0.06 0.78
H3 3.88 -0.55 2.88
H4 2.85 -1.97 2.85
S1 -4.46 3.90 6.22
C3 -3.50 3.52 4.78
C4 -3.89 2.50 3.92
C5 -3.06 2.10 2.93
N2 -1.88 2.69 2.68
C6 -1.54 3.69 3.45
C7 -2.29 4.15 4.53
C8 -4.16 2.46 7.22
C9 -5.22 1.83 7.83
C10 -4.96 0.73 8.64
N3 -3.73 0.24 8.83
C11 -2.74 0.83 8.18
C12 -2.86 1.97 7.42
H5 -4.83 1.97 4.10
H6 -3.36 1.32 2.24
H7 -0.56 4.11 3.21
H8 -1.90 4.96 5.12
H9 -6.25 2.12 7.65
H10 -5.83 0.26 9.07
H11 -1.74 0.37 8.34
H12 -2.02 2.48 6.98
C13 -1.51 2.67 -2.16
C14 -2.34 2.05 -1.17
N4 -2.89 1.51 -0.30
H13 -1.59 3.75 -2.04
H14 -1.93 2.39 -3.13
H15 -0.51 2.26 -2.03
O3 2.50 5.01 0.18
Cl1 1.09 5.05 -0.03
O4 0.89 4.42 -1.31
O5 0.58 6.38 -0.05
O6 0.35 4.31 1.00
O7 6.49 1.23 -7.85
S2 7.63 2.12 -7.67
O8 8.89 1.56 -8.14
O9 7.41 3.51 -8.05
C15 7.87 2.27 -5.88
N5 9.06 2.74 -5.44
C16 9.18 2.89 -4.12
C17 8.18 2.65 -3.19
C18 7.01 2.10 -3.75
N6 6.87 1.93 -5.07
C19 5.90 1.79 -2.82
C20 5.06 0.70 -3.04
C21 4.04 0.43 -2.15
N7 3.81 1.19 -1.10
C22 4.57 2.27 -0.91
C23 5.62 2.61 -1.74
H16 10.13 3.21 -3.72
H17 8.41 2.72 -2.13
H18 5.26 0.02 -3.88
H19 3.34 -0.42 -2.33
H20 4.33 2.89 -0.08
H21 6.14 3.51 -1.56
F1 -2.17 -2.17 -6.63
C24 -1.55 -1.78 -5.48
C25 -1.18 -0.48 -5.27
C26 -0.55 -0.13 -4.07
C27 -0.27 -1.07 -3.06
C28 0.23 -0.56 -1.83
C29 -0.54 -2.40 -3.40
C30 -1.18 -2.77 -4.57
H22 -1.32 0.28 -6.06
H23 -0.29 0.89 -3.91
H24 0.98 0.20 -1.99
H25 0.72 -1.34 -1.21
H26 -0.16 -3.19 -2.76
H27 -1.32 -3.82 -4.84
C31 -2.10 -5.19 -1.41
N8 -1.54 -4.11 -0.67
C32 -0.15 -4.37 -0.32
P1 -2.44 -3.15 0.38
O10 -1.61 -2.08 1.02
N9 -3.12 -4.09 1.56
C33 -2.76 -4.00 2.95
C34 -4.26 -4.97 1.32
N10 -3.70 -2.76 -0.55
C35 -4.77 -2.10 0.17
C36 -3.64 -2.39 -1.93
H28 -1.66 -5.21 -2.43
H29 -3.17 -5.12 -1.64
H30 -1.91 -6.16 -0.94
H31 0.37 -4.52 -1.27
H32 -0.09 -5.31 0.27
H33 0.29 -3.59 0.27
H34 -1.98 -3.28 3.13
H35 -2.50 -5.00 3.35
H36 -3.64 -3.66 3.51
H37 -4.43 -5.16 0.25
H38 -5.19 -4.53 1.73
H39 -4.07 -5.94 1.77
H40 -4.73 -2.17 1.26
H41 -5.75 -2.47 -0.15
H42 -4.77 -1.04 -0.08
H43 -2.70 -2.60 -2.43
H44 -3.81 -1.31 -1.97
H45 -4.46 -2.85 -2.46

4.
Below is an isolated molecule of C5H9OP in a non-equilibrium geometry, with properties calculated with ωB97M-V with the def2-TZVPD basis set.

Computed properties:
LUMO level: 0.73 eV
frontier orbital gap: 10.53 eV
structure (SMILES): C#CCC[P@H](C)=O
electronic energy: -16664.5122 eV
relative energy (zero: lowest compared OMol25 entry of this formula, charge and spin): 54.8 kcal per mole

Cartesian coordinates (Å):
C1 1.85 0.30 -0.46
C2 2.65 -0.09 -1.31
C3 1.11 0.68 0.72
C4 0.24 -0.47 1.23
C5 -1.75 0.69 -0.84
O1 -2.41 -1.44 0.91
P1 -1.28 -0.77 0.19
H1 -0.74 -1.70 -0.94
H2 3.19 -0.67 -1.99
H3 1.98 0.88 1.57
H4 0.39 1.52 0.52
H5 0.65 -1.45 1.14
H6 -0.33 -0.24 2.22
H7 -1.88 1.66 -0.25
H8 -1.04 0.74 -1.55
H9 -2.63 0.36 -1.15